This record from the OMol25 dataset describes an isolated molecule of C4H12N2. The level of theory is ωB97M-V/def2-TZVPD.

Energy above the lowest of the compared OMol25 structures with the same formula, charge and spin = 107.71 kJ/mol
SMILES = CC(C)(C)NN
Molar mass = 88.2 g/mol
2S+1 = 1
HOMO-LUMO gap = 8.90 eV

Positions of all 18 atoms, in Å:
C -1.488 0.059 0.340
C -0.019 -0.237 -0.013
C 0.051 -1.615 -0.700
C 0.838 -0.291 1.263
N 0.510 0.746 -0.996
N 0.502 2.090 -0.456
H -1.594 1.006 0.881
H -1.903 -0.728 0.980
H -2.111 0.114 -0.560
H -0.443 -2.384 -0.094
H 1.088 -1.933 -0.856
H -0.445 -1.605 -1.678
H 0.771 0.636 1.843
H 0.510 -1.106 1.919
H 1.894 -0.465 1.027
H -0.080 0.690 -1.834
H 0.595 2.786 -1.203
H 1.325 2.238 0.135

---

This record from the OMol25 dataset describes a structure of composition C34H24ClN3O5Sc in a non-equilibrium geometry. The level of theory is ωB97M-V/def2-TZVPD.

Energy above the lowest of the compared OMol25 structures with the same formula, charge and spin = 61.86 kJ/mol
Charge = -1
Molar mass = 635.0 g/mol
2S+1 = 1
HOMO-LUMO gap = 7.20 eV

Positions of all 68 atoms, in Å:
Sc -0.088 0.134 -0.203
O -1.840 5.080 1.735
C -0.627 5.355 1.208
C -0.278 6.696 0.953
C 0.935 7.005 0.371
C 1.830 5.964 0.070
C 1.486 4.672 0.285
C 0.273 4.322 0.891
C -0.157 2.903 0.876
O 0.562 2.014 0.312
N -1.355 2.572 1.368
N -1.630 1.261 1.213
C -2.753 0.851 1.787
C -3.500 -0.264 1.344
C -4.791 -0.459 1.909
C -5.739 -1.191 1.209
C -5.431 -1.668 -0.075
C -4.125 -1.658 -0.595
C -3.106 -1.055 0.192
O -1.873 -1.008 -0.212
H -1.898 4.076 1.840
H -1.039 7.458 1.079
H 1.242 8.031 0.309
H 2.803 6.261 -0.265
H 2.174 3.863 -0.024
H -3.234 1.545 2.528
H -5.186 0.003 2.841
H -6.724 -1.339 1.675
H -6.245 -2.095 -0.656
H -3.919 -2.106 -1.523
Cl 2.106 4.029 -7.284
C 1.932 2.943 -5.959
C 2.969 2.810 -4.989
C 2.834 2.083 -3.838
C 1.624 1.354 -3.635
C 0.642 1.373 -4.647
C 0.748 2.209 -5.744
C 1.287 0.611 -2.367
O 2.117 0.539 -1.454
O 0.066 0.175 -2.264
H 3.908 3.316 -5.244
H 3.636 2.038 -3.069
H -0.287 0.801 -4.564
H -0.062 2.255 -6.491
N 0.857 -1.185 1.071
C 1.089 -2.396 1.246
C 1.014 -3.477 0.213
C -0.189 -4.092 -0.071
C -0.311 -5.121 -0.990
C 0.854 -5.616 -1.578
C 2.120 -5.063 -1.269
C 2.210 -4.021 -0.361
C 1.480 -2.865 2.623
C 2.308 -3.980 2.875
C 2.425 -4.496 4.158
C 1.764 -3.893 5.218
C 0.994 -2.746 5.027
C 0.909 -2.211 3.780
H -1.021 -3.690 0.495
H -1.254 -5.494 -1.322
H 0.759 -6.412 -2.264
H 3.002 -5.561 -1.676
H 3.194 -3.593 -0.085
H 2.782 -4.499 2.053
H 3.036 -5.435 4.268
H 1.953 -4.299 6.245
H 0.394 -2.322 5.816
H 0.344 -1.292 3.635

---

The lowest HOMO-LUMO gap belongs to which entry? C34H24ClN3O5Sc